{"formula": "C4H11NO", "method": "ωB97M-V/def2-TZVPD", "energy_ha": -288.9180, "e_homo_ev": -9.590, "smiles": "NCCCCO", "gap_ev": 10.4, "lumo_ev": 0.8570, "de_lowest_ev": 2.694, "symbols": ["N", "C", "C", "C", "C", "O", "H", "H", "H", "H", "H", "H", "H", "H", "H", "H", "H"], "xyz": [[2.6707, -0.9981, 0.5987], [1.2555, -1.2403, 0.2053], [0.4679, 0.0161, -0.0372], [-0.9823, 0.0046, 0.4194], [-1.9957, 1.0662, -0.0604], [-1.5040, 1.5601, -1.3166], [3.4069, -1.4482, -0.1339], [2.9358, -0.1770, 0.0030], [0.5832, -1.7782, 0.9134], [1.2716, -1.9847, -0.6545], [1.0337, 0.8663, 0.4280], [0.2328, 0.1978, -1.0901], [-1.4169, -0.9294, 0.0046], [-0.9936, -0.1090, 1.4846], [-2.9904, 0.6396, -0.2111], [-2.2755, 1.8082, 0.7351], [-1.6996, 2.5060, -1.2885]], "forces_ev_per_a": [[2.5, 0.4, -3.3], [-0.6, -2.4, -1.0], [-0.4, 2.1, -1.2], [-1.1, -1.6, 0.2], [0.3, 0.0, 0.5], [-0.8, 1.1, 0.8], [-2.4, -0.7, 2.4], [-1.0, 0.8, 1.5], [1.5, -0.1, 0.5], [-0.4, 1.2, 0.5], [-0.5, -0.5, -0.6], [1.4, 0.3, -0.2], [0.4, 0.1, 0.4], [-0.4, 0.0, 0.8], [0.2, -0.6, -0.3], [1.1, 0.1, -0.8], [0.2, -0.2, -0.5]]}

{"formula": "C4H11NO", "method": "ωB97M-V/def2-TZVPD", "energy_ha": -288.9910, "e_homo_ev": -9.873, "smiles": "CC(N)=O.CC", "gap_ev": 10.7, "lumo_ev": 0.8421, "de_lowest_ev": 0.708, "symbols": ["C", "C", "N", "O", "H", "H", "H", "H", "H", "C", "C", "H", "H", "H", "H", "H", "H"], "xyz": [[-1.6991, -0.9508, -0.5265], [-1.0182, -0.7699, -1.8955], [-1.1176, 0.4695, -2.4444], [-0.4098, -1.7048, -2.3542], [-0.9500, -0.8913, 0.2996], [-2.1712, -1.9143, -0.4362], [-2.4587, -0.2179, -0.2926], [-0.4603, 0.5977, -3.2618], [-1.9283, 1.0763, -2.4481], [1.2200, 0.0709, 2.2004], [1.8735, 0.9502, 1.1407], [0.1722, 0.3547, 2.3764], [1.2314, -1.0141, 1.9988], [1.5879, 0.3524, 3.1929], [2.1659, 1.8894, 1.6244], [1.1724, 1.0657, 0.3020], [2.7900, 0.6363, 0.5240]], "forces_ev_per_a": [[0.4, 0.4, 0.4], [-1.4, -0.8, 2.0], [1.9, 0.7, -2.3], [0.7, 0.3, -0.6], [-0.3, 0.0, -0.8], [0.0, -0.5, -0.3], [-0.1, 0.4, -0.1], [-1.4, -0.2, 1.2], [0.2, -0.4, 0.5], [-0.2, -0.1, 0.6], [0.7, -0.1, -1.5], [0.0, 0.0, -0.7], [0.2, 0.5, 0.3], [0.6, -0.8, -0.1], [-0.4, 0.1, -0.6], [-0.1, 0.7, 0.4], [-1.0, -0.3, 1.6]]}

{"formula": "C4H11NO", "method": "ωB97M-V/def2-TZVPD", "energy_ha": -288.9524, "e_homo_ev": -9.703, "smiles": "CC(N)=O.CC", "gap_ev": 10.5, "lumo_ev": 0.7704, "de_lowest_ev": 1.759, "symbols": ["C", "C", "N", "O", "H", "H", "H", "H", "H", "C", "C", "H", "H", "H", "H", "H", "H"], "xyz": [[-2.1586, -0.1846, 0.4628], [-1.4505, 0.2392, -0.7276], [-0.9534, -0.6742, -1.5960], [-1.5051, 1.3758, -1.0979], [-2.2957, -1.3675, 0.6509], [-3.2293, 0.2911, 0.4826], [-1.5800, 0.2181, 1.2681], [-0.3548, -0.4949, -2.5256], [-0.9543, -1.7407, -1.2860], [1.6047, -0.3877, 0.2745], [1.9560, 0.9831, 0.8170], [2.4047, -1.0661, 0.6403], [0.5807, -0.6930, 0.7286], [1.7370, -0.4878, -0.8277], [2.0072, 1.0488, 1.8689], [1.2053, 1.7980, 0.6155], [2.9863, 1.1427, 0.2516]], "forces_ev_per_a": [[-2.9, -2.7, 1.9], [-0.5, -0.4, -3.2], [2.0, -4.9, -1.6], [0.4, 2.5, 0.2], [0.5, 2.7, -0.6], [2.2, -0.8, -0.1], [0.0, 0.2, 0.9], [-2.1, 0.1, 3.3], [0.1, 3.3, -1.0], [-0.7, -1.0, 1.2], [1.2, 1.2, -3.0], [-0.7, 0.0, 0.2], [1.7, 0.0, -1.3], [-0.9, 0.4, 0.8], [0.7, -0.5, 1.3], [0.8, -0.8, -0.6], [-1.9, 0.7, 1.7]]}

{"formula": "C4H11NO", "method": "ωB97M-V/def2-TZVPD", "energy_ha": -288.9575, "e_homo_ev": -8.452, "smiles": "C=CO.CNC", "gap_ev": 9.4, "lumo_ev": 0.9187, "de_lowest_ev": 1.619, "symbols": ["C", "C", "O", "H", "H", "H", "H", "C", "N", "C", "H", "H", "H", "H", "H", "H", "H"], "xyz": [[-2.3846, -0.2704, 0.8351], [-1.8541, 0.8726, 1.2556], [-0.8670, 1.5984, 0.7315], [-3.1941, -0.6815, 1.4136], [-2.1026, -0.8139, -0.0535], [-2.2711, 1.3263, 2.1575], [-0.3420, 1.0570, 0.0602], [1.1392, -1.0339, 0.3318], [0.5921, -0.1888, -0.7471], [1.6523, 0.5094, -1.4702], [1.3737, -0.3989, 1.1890], [2.0189, -1.5781, -0.0111], [0.3635, -1.7052, 0.6784], [0.1311, -0.8100, -1.4044], [2.3724, -0.1608, -1.9394], [1.2003, 1.1145, -2.2587], [2.1720, 1.1631, -0.7684]], "forces_ev_per_a": [[-0.2, -0.2, 0.0], [-0.4, 0.0, 0.4], [0.8, 0.0, -0.5], [-0.1, -0.1, 0.1], [0.2, 0.1, -0.1], [0.2, 0.0, -0.2], [-0.6, 0.0, 0.4], [-0.4, 0.6, -0.1], [0.3, -0.5, -0.1], [-0.3, 0.3, 0.0], [0.3, 0.0, -0.1], [0.1, -0.2, 0.2], [-0.1, -0.3, 0.0], [-0.2, 0.2, 0.0], [0.2, -0.2, 0.1], [0.1, 0.1, 0.1], [0.1, 0.0, -0.1]]}

{"formula": "C4H11NO", "method": "ωB97M-V/def2-TZVPD", "energy_ha": -288.6622, "e_homo_ev": -8.174, "gap_ev": 3.6, "lumo_ev": -4.5347, "de_lowest_ev": 9.654, "symbols": ["C", "N", "C", "C", "C", "H", "H", "H", "H", "H", "H", "H", "H", "H", "H", "H", "O"], "xyz": [[0.6073, -1.0372, -1.7505], [-0.2388, 2.3822, -0.7306], [-0.6845, 1.4759, 0.3311], [0.4960, -0.1050, 1.8665], [0.4819, 1.0296, 1.1413], [-0.0301, -0.4588, -1.0948], [1.6074, -0.6448, -1.6757], [0.5128, -2.0574, -1.3362], [0.2751, -1.0305, -2.8213], [-1.4081, 2.0677, 1.0163], [-1.2755, 0.6273, 0.0163], [1.1963, -0.2441, 2.7116], [-0.1377, -1.0025, 1.5116], [1.3382, 1.7050, 1.0822], [-1.3255, -2.6695, 0.8498], [-0.6777, 2.0508, -1.5795], [-0.7371, -2.0886, 0.4620]], "forces_ev_per_a": [[-0.5, -0.8, -0.8], [-0.7, -1.8, 2.3], [-1.9, 2.3, -1.7], [0.3, 1.7, -1.4], [2.2, -1.5, 2.5], [-0.2, 0.1, -0.4], [0.5, -0.1, 0.0], [0.4, 0.6, -0.4], [0.2, 0.1, 1.0], [1.2, -0.3, -0.6], [-0.2, -0.3, -0.4], [-0.3, -0.1, -0.7], [-0.3, -0.2, 0.0], [-0.4, 0.1, 0.5], [-2.1, -2.0, 1.5], [-0.1, -0.2, -0.7], [1.9, 2.4, -0.8]]}

{"formula": "C4H11NO", "method": "ωB97M-V/def2-TZVPD", "energy_ha": -288.9451, "e_homo_ev": -8.030, "smiles": "C=CN.CCO", "gap_ev": 8.9, "lumo_ev": 0.8493, "de_lowest_ev": 1.956, "symbols": ["C", "C", "N", "H", "H", "H", "H", "H", "C", "C", "O", "H", "H", "H", "H", "H", "H"], "xyz": [[-1.8542, 1.8497, -0.5034], [-1.0377, 2.2366, 0.4817], [-0.4860, 1.5209, 1.5051], [-2.4345, 2.4919, -1.1460], [-1.9922, 0.8050, -0.7714], [-0.9180, 3.3114, 0.6010], [-0.3131, 0.5544, 1.2592], [0.1407, 1.9013, 2.1965], [0.2928, -1.3023, -1.4044], [0.7773, -2.1957, -0.2841], [1.9532, -1.5630, 0.2516], [0.7585, -0.3244, -1.4585], [0.4933, -1.8393, -2.3314], [-0.7807, -1.1286, -1.3179], [1.0457, -3.1996, -0.6189], [0.0860, -2.3654, 0.5419], [2.5124, -2.1570, 0.7264]], "forces_ev_per_a": [[0.3, -1.2, -0.3], [-1.0, 1.9, 0.1], [0.3, -1.5, -0.3], [0.5, 0.6, 0.1], [0.0, -0.1, 0.4], [0.0, 0.0, 0.1], [0.1, 0.0, 0.5], [0.0, 0.2, -0.6], [-0.8, -0.7, -0.3], [1.2, 0.1, 0.9], [-0.4, 0.9, -0.5], [0.3, 0.0, 0.3], [-0.2, 0.4, -0.2], [0.0, -0.1, -0.2], [-0.1, 0.0, -0.4], [-0.4, 0.3, -0.1], [0.3, -0.8, 0.4]]}

{"formula": "C4H11NO", "method": "ωB97M-V/def2-TZVPD", "energy_ha": -288.9598, "e_homo_ev": -8.025, "smiles": "CC/C=C/N.O", "gap_ev": 9.0, "lumo_ev": 0.9996, "de_lowest_ev": 1.556, "symbols": ["C", "C", "C", "C", "N", "H", "H", "H", "H", "H", "H", "H", "H", "H", "O", "H", "H"], "xyz": [[0.6637, -2.3149, 1.1710], [1.2319, -1.0753, 0.4183], [0.1816, -0.0824, 0.1038], [0.0761, 1.2476, 0.2504], [-1.1842, 1.8560, 0.3054], [-0.4131, -2.2761, 1.3033], [0.9167, -3.2098, 0.5976], [1.2111, -2.4718, 2.1017], [1.7468, -1.4412, -0.4742], [1.9459, -0.6455, 1.1213], [-0.7710, -0.5206, -0.2145], [0.8952, 1.8929, 0.5461], [-1.2953, 2.7899, 0.6621], [-1.9083, 1.2615, 0.6686], [-1.3529, 1.4078, -3.0145], [-1.5224, 2.0085, -2.2948], [-0.4217, 1.5733, -3.2516]], "forces_ev_per_a": [[0.8, -0.3, -0.6], [0.4, -0.3, 0.6], [-1.4, 0.7, -0.5], [0.3, -0.7, 1.3], [-0.5, 0.3, -0.7], [0.0, 0.0, 0.2], [-0.3, 0.0, -0.1], [-0.5, 0.2, 0.2], [0.1, 0.2, 0.1], [0.3, 0.3, -0.5], [0.1, -0.1, 0.1], [0.2, 0.0, -0.1], [0.5, 0.0, 0.0], [-0.1, -0.1, -0.1], [0.7, -0.2, -0.7], [-0.1, 0.2, 0.6], [-0.6, -0.2, 0.2]]}

{"formula": "C4H11NO", "method": "ωB97M-V/def2-TZVPD", "energy_ha": -288.9345, "e_homo_ev": -7.539, "smiles": "CC/C=C/N.O", "gap_ev": 8.5, "lumo_ev": 0.9861, "de_lowest_ev": 2.246, "symbols": ["C", "C", "C", "C", "N", "H", "H", "H", "H", "H", "H", "H", "H", "H", "O", "H", "H"], "xyz": [[-1.9652, -1.4405, -2.3211], [-2.3427, -0.3006, -1.3177], [-1.0926, 0.1265, -0.6005], [-0.8675, 0.1583, 0.7246], [0.4484, 0.0539, 1.1775], [-1.1010, -2.0510, -1.9168], [-1.4662, -0.8514, -3.1063], [-2.6656, -2.1248, -2.7739], [-2.6436, 0.5507, -1.9355], [-3.0817, -0.5995, -0.5784], [-0.2481, 0.3310, -1.2285], [-1.4153, 0.5632, 1.5765], [0.5981, -0.3273, 2.1004], [1.1503, -0.3678, 0.5757], [5.5403, 1.8116, 2.9476], [6.0133, 2.6429, 2.8542], [5.1390, 1.8247, 3.8222]], "forces_ev_per_a": [[2.5, 0.7, 0.5], [0.2, 0.1, -0.3], [-1.0, -0.3, 0.7], [1.6, 0.5, -0.2], [1.4, 0.1, 0.4], [-1.1, 0.4, -0.1], [-0.2, -0.6, -0.3], [-0.7, 0.2, 0.2], [-0.8, -0.2, 0.2], [-0.3, 0.1, -0.2], [0.7, -0.6, -0.3], [-1.2, -1.0, -0.5], [-0.4, 0.4, 0.1], [-0.6, 0.2, -0.2], [0.0, -0.1, 0.0], [0.0, 0.0, 0.1], [0.1, 0.1, -0.1]]}

{"formula": "C4H11NO", "method": "ωB97M-V/def2-TZVPD", "energy_ha": -289.0095, "e_homo_ev": -9.968, "smiles": "CC(N)=O.CC", "gap_ev": 10.8, "lumo_ev": 0.8282, "de_lowest_ev": 0.204, "symbols": ["C", "C", "N", "O", "H", "H", "H", "H", "H", "C", "C", "H", "H", "H", "H", "H", "H"], "xyz": [[-0.2181, 1.3501, 1.6963], [-1.1151, 0.5752, 0.7718], [-1.1272, -0.7913, 0.9426], [-1.7843, 1.0989, -0.0811], [0.6473, 1.6332, 1.0892], [0.1106, 0.9530, 2.6504], [-0.7353, 2.2940, 1.8775], [-1.7064, -1.3868, 0.3734], [-0.7478, -1.2742, 1.7437], [1.1480, -0.6189, -1.7850], [2.4480, -1.2819, -1.3873], [0.7671, -0.8427, -2.7800], [0.3435, -0.8242, -1.0815], [1.2751, 0.4690, -1.7625], [2.9319, -0.8253, -0.5316], [3.1982, -1.2162, -2.1834], [2.3149, -2.3489, -1.1942]], "forces_ev_per_a": [[0.1, 1.2, -0.5], [-0.2, -1.4, 0.8], [0.1, -0.5, 0.4], [-0.1, 0.4, -0.5], [0.1, -0.1, 0.2], [-0.1, -0.5, -0.1], [0.0, 0.0, 0.1], [-0.2, 0.4, -0.2], [0.2, 0.5, -0.1], [-0.3, 1.0, 0.3], [0.4, -0.6, -0.7], [0.3, -0.3, -0.1], [0.1, -0.1, 0.0], [0.0, 0.0, -0.1], [-0.2, 0.1, 0.4], [-0.2, 0.0, 0.0], [0.0, 0.0, 0.1]]}

{"formula": "C4H11NO", "method": "ωB97M-V/def2-TZVPD", "energy_ha": -288.6911, "multiplicity": 2, "s_squared": 0.76, "total_charge": 1, "e_homo_ev": [-13.616, -13.616], "gap_ev": [10.1, 6.3], "lumo_ev": [-3.5311, -7.3520], "de_lowest_ev": 0.657, "symbols": ["C", "C", "C", "C", "N", "H", "H", "H", "H", "H", "H", "H", "H", "H", "H", "H", "O"], "xyz": [[2.6420, -1.5827, -0.6067], [1.1270, -1.7960, -0.7181], [0.2924, -0.5899, -0.4497], [-0.3266, -0.2696, 0.7389], [0.2541, 0.2375, -1.5129], [3.1181, -1.0379, -1.4174], [2.8445, -1.1954, 0.3983], [3.0480, -2.5998, -0.6025], [0.8412, -2.2438, -1.6806], [0.8640, -2.6634, -0.0881], [-0.3197, -1.0587, 1.4799], [-0.9492, 0.5717, 0.9974], [0.8292, -0.0486, -2.2988], [-0.3003, 1.0862, -1.4856], [-5.2429, 4.0104, 2.7739], [-4.2622, 5.0675, 2.2453], [-4.4597, 4.1124, 2.2266]], "forces_ev_per_a": [[-0.2, -0.9, 0.7], [-0.4, -1.6, 0.1], [0.8, 1.0, -2.7], [-0.8, -1.0, 1.2], [-0.1, -0.9, 1.7], [-0.1, 0.3, 0.2], [0.3, 0.3, -0.4], [0.2, 0.3, -0.2], [0.2, 0.6, -0.2], [0.0, 0.8, 0.4], [0.2, 0.1, 0.2], [0.2, 0.4, -0.5], [-0.4, 0.5, -0.2], [0.3, 0.0, -0.4], [-0.1, 0.0, 0.0], [-0.2, -0.7, 0.0], [0.3, 0.6, -0.1]]}

{"formula": "C4H11NO", "method": "ωB97M-V/def2-TZVPD", "energy_ha": -288.6320, "multiplicity": 2, "s_squared": 0.77, "total_charge": 1, "e_homo_ev": [-13.102, -13.102], "gap_ev": [8.7, 5.1], "lumo_ev": [-4.3901, -7.9923], "de_lowest_ev": 2.264, "symbols": ["C", "C", "N", "H", "H", "H", "H", "H", "H", "C", "O", "C", "H", "H", "H", "H", "H"], "xyz": [[1.2234, -1.5694, -0.9505], [2.5771, -1.7661, -0.9163], [0.4036, -2.4951, -0.3795], [0.8348, -0.8040, -1.4709], [3.2566, -0.9369, -1.1639], [3.0133, -2.7566, -0.5898], [0.6082, -3.3889, -0.0116], [-0.5592, -2.3091, -0.6819], [-2.4183, 1.3148, -1.0565], [-1.4324, 2.1634, 0.3125], [-2.5159, 1.3675, -0.0837], [-0.7866, 1.5673, 1.5245], [-0.6221, 2.2748, -0.4852], [-1.9049, 3.0888, 0.4154], [0.1920, 2.0593, 1.8817], [-1.4203, 1.6304, 2.3534], [-0.4493, 0.5600, 1.3022]], "forces_ev_per_a": [[0.5, -5.1, 2.8], [2.1, -0.6, 0.5], [-0.9, 3.6, -3.0], [-1.8, 2.8, -1.3], [-0.3, -0.6, -0.1], [-0.5, 1.4, -0.3], [0.8, -0.9, 0.6], [0.1, -0.6, 0.9], [-0.7, -0.1, 0.8], [1.9, -0.2, -1.0], [0.0, -1.5, -1.9], [2.7, 1.0, 0.1], [-1.1, -0.2, 0.6], [0.2, 2.0, 0.8], [-1.5, -0.2, -0.8], [-1.1, -0.4, 1.3], [-0.4, -0.4, 0.1]]}

{"formula": "C4H11NO2", "method": "ωB97M-V/def2-TZVPD", "energy_ha": -364.2433, "e_homo_ev": -9.484, "smiles": "CCCNC=O.O", "gap_ev": 9.9, "lumo_ev": 0.4312, "de_lowest_ev": 0.677, "symbols": ["C", "C", "C", "N", "C", "O", "H", "H", "H", "H", "H", "H", "H", "H", "H", "O", "H", "H"], "xyz": [[0.9118, 1.4627, -0.9003], [-0.5699, 1.1487, -1.0537], [-1.2130, 0.5472, 0.1840], [-0.5995, -0.7073, 0.6426], [-0.8740, -1.0246, 1.9326], [-1.5851, -0.3714, 2.6644], [1.1992, 2.1924, -0.1453], [1.3163, 1.7614, -1.8674], [1.4579, 0.5732, -0.5904], [-0.6043, 0.4284, -1.8770], [-1.1053, 2.0809, -1.2162], [-2.2905, 0.4086, 0.0436], [-1.1457, 1.2678, 1.0014], [-0.2597, -1.3006, -0.0980], [-0.4321, -1.9499, 2.3316], [1.5940, -2.0493, -0.4838], [2.2053, -2.6511, -0.9038], [1.9944, -1.8171, 0.3359]], "forces_ev_per_a": [[0.6, -0.4, 0.2], [0.6, -0.3, 0.7], [-0.1, 0.1, 0.3], [-0.8, 1.6, -0.1], [0.0, -1.0, -0.1], [0.0, 0.5, 0.1], [-0.5, 0.4, 0.0], [0.1, 0.2, 0.1], [0.0, -0.2, -0.2], [-0.6, 0.4, -0.2], [-0.2, -0.1, -0.7], [0.1, -0.1, -0.2], [0.1, -0.1, 0.0], [0.3, -0.5, 0.6], [0.3, -0.2, -0.4], [-0.5, -0.3, -1.0], [0.2, -0.2, -0.2], [0.5, 0.4, 1.1]]}